Record 1
A 8-piece molecular cluster, C5H29N3O7 overall, computed with ωB97M-V with the def2-TZVPD basis set.

Geometry as XYZ:
```
44
Properties=species:S:1:pos:R:3:forces:R:3
C 0.6206 -1.4677 2.3165 -0.10 0.18 -0.24
N 0.5738 -0.0088 2.0575 0.53 -0.56 0.29
C -0.7606 0.4774 1.6737 0.72 -1.19 -0.37
C -0.6342 1.5107 0.5703 0.61 0.39 -0.65
C -1.9894 2.0356 0.0677 0.54 -0.13 0.15
N 0.2187 1.0334 -0.5762 -0.51 0.49 1.65
C 1.3205 1.9698 -0.8182 0.35 -0.58 -1.00
N 2.2995 1.4290 -1.7649 -0.35 0.97 0.46
H 0.6009 -1.9641 1.3457 -0.24 -0.46 -0.02
H 1.5485 -1.7736 2.7978 0.05 0.27 0.13
H -0.2126 -1.8360 2.9111 -0.09 0.18 0.09
H 1.1418 0.0151 1.2162 -0.06 0.70 -0.13
H -1.2091 0.9049 2.5668 -0.47 0.07 -0.07
H -1.3255 -0.3984 1.3184 -0.43 0.26 0.01
H -0.0571 2.3112 1.0371 -0.15 0.32 0.00
H -2.7677 1.6108 0.6937 -0.39 0.39 -0.05
H -2.1449 1.7368 -0.9666 -0.20 -0.35 -0.01
H -2.0324 3.1221 0.0231 -0.12 0.03 0.40
H -0.4261 0.9573 -1.3486 0.38 -0.20 -0.48
H 1.0138 2.9482 -1.2064 -0.28 -0.01 0.11
H 1.8254 2.1309 0.1310 0.07 0.09 0.05
H 2.8753 0.7692 -1.2813 0.19 -0.61 -0.11
H 1.8215 0.9958 -2.5394 0.11 -0.25 -0.08
O -1.6255 -0.8747 -2.1641 -0.95 -0.99 -1.31
H -1.3613 -1.2899 -3.0237 0.94 0.70 0.49
H -2.5718 -0.9644 -2.3815 -0.07 0.43 0.85
O -0.4618 -1.2792 -4.7810 -0.11 -0.26 0.06
H 0.2427 -0.6254 -4.8014 -0.04 0.17 0.01
H 0.0262 -2.0833 -4.5545 0.15 -0.04 -0.11
O -4.5934 0.0586 -0.4021 -1.28 -0.04 0.13
H -3.6620 -0.0444 -0.3643 1.47 -0.08 -0.10
H -4.8798 -0.2471 0.4653 -0.20 0.01 -0.08
O 0.9212 2.1762 4.3785 0.25 0.66 0.88
H 0.6454 1.2780 4.2326 -0.27 -0.43 -0.61
H 0.7394 2.6794 3.5868 -0.11 -0.16 -0.32
O 1.4957 -2.6139 -3.2374 -0.30 0.16 0.03
H 2.2816 -3.1440 -3.1075 0.21 -0.18 -0.13
H 0.8506 -2.9504 -2.5871 0.11 -0.04 -0.21
O 3.3408 0.3931 3.7445 0.91 -1.08 1.61
H 2.8266 0.7370 3.0583 -1.10 1.05 -2.00
H 2.6331 0.1933 4.3661 0.33 -0.04 0.38
O 0.1564 -3.6198 -0.9936 0.12 -1.01 -0.52
H -0.3909 -2.8625 -0.8077 -0.02 0.77 0.25
H 1.0864 -3.4260 -0.8512 -0.18 0.38 0.56
```
Positions in Å, forces in eV/Å.

## Properties
Charge: 0
Relative energy (zero: lowest compared OMol25 entry of this formula, charge and spin): 160.4 kJ/mol
Lowest unoccupied orbital energy: 0.102 eV
SMILES: CNC[C@H](C)NCN.O.O.O.O.O.O.O



Record 2
A 9-piece molecular cluster, C5H29NO10 overall, computed with ωB97M-V with the def2-TZVPD basis set.

Geometry as XYZ:
```
45
Properties=species:S:1:pos:R:3:forces:R:3
N 1.3346 0.9045 1.8698 1.11 0.04 -0.77
C 1.9143 1.3560 0.5082 -0.12 -0.43 2.43
C 2.1647 2.8477 0.6055 0.11 0.97 -4.64
O 2.7895 3.3410 1.6858 2.30 0.17 3.49
C 1.2035 0.8485 -0.7648 1.45 3.85 2.52
C -0.2142 1.2121 -0.6830 -3.59 -2.56 -1.65
C -1.0548 -0.0520 -0.1101 -0.41 1.66 1.73
O -0.3363 -1.2472 0.0146 3.39 0.18 0.69
H 0.3420 1.0269 1.9393 -0.51 0.19 -0.13
H 1.7355 1.5138 2.6209 -0.44 -0.75 -1.05
H 2.8759 0.8513 0.4709 0.56 0.23 0.24
H 2.7650 3.0795 -0.3630 -0.57 -0.18 1.13
H 1.3353 3.5853 0.5425 -0.41 -1.24 -0.32
H 3.5787 2.8647 2.0425 -0.94 0.27 -0.99
H 1.6933 1.3680 -1.5780 0.13 0.15 -0.34
H 1.4531 -0.1500 -0.8900 -0.11 -1.70 -0.36
H -0.6331 2.1809 -0.2812 1.09 -1.05 -0.20
H -0.5499 1.1074 -1.7160 -0.18 1.07 -0.06
H -1.3312 0.2375 0.9481 -0.12 -0.38 -1.05
H -1.9309 -0.3400 -0.7195 0.32 0.76 0.41
H 0.5522 -1.0305 0.4759 -2.11 -0.47 -0.74
O -1.2722 -1.1177 3.2456 -2.65 2.91 -2.03
H -0.6159 -1.5916 3.6375 2.53 -2.37 1.72
H -2.0933 -1.6025 3.1896 0.12 -0.53 0.23
O 1.5752 -3.5989 -0.7068 3.31 -0.57 3.58
H 0.7160 -3.5007 -0.9893 -3.42 0.29 -0.78
H 1.5541 -3.5419 0.3030 -0.17 -0.35 -2.15
O -2.1496 0.0303 -3.0543 -0.26 -0.22 0.51
H -1.1989 -0.1476 -2.8801 -1.07 0.59 -1.15
H -2.2671 0.7785 -3.6558 0.60 -0.36 0.23
O 0.3776 -0.6330 -3.5951 2.09 -1.35 1.08
H 1.2493 -0.7661 -4.0660 -1.49 0.49 0.68
H 0.6125 -1.0453 -2.6908 -0.22 0.95 -1.85
O -1.7173 -3.4234 0.2324 0.04 -1.28 1.19
H -1.0319 -2.7226 0.2779 -1.23 0.17 -1.07
H -2.3001 -3.5456 -0.5232 0.70 0.85 -0.12
O -3.8011 0.4100 1.2644 -0.16 0.95 -0.86
H -4.3765 -0.1697 1.7214 -1.09 -0.81 0.67
H -2.9352 0.0865 1.4689 0.74 -0.28 0.19
O -2.2086 2.4340 2.4539 -2.33 1.60 0.67
H -1.6573 1.9232 1.9142 1.16 -1.10 -1.24
H -3.0777 2.4711 1.9719 1.29 -0.29 0.70
O 2.4172 -1.6371 -2.1140 -0.28 -2.27 0.14
H 2.1369 -2.3671 -2.7330 0.70 1.16 0.47
H 2.3766 -2.2283 -1.2908 0.15 1.06 -1.12
```
Positions in Å, forces in eV/Å.

## Properties
Charge: 0
Relative energy (zero: lowest compared OMol25 entry of this formula, charge and spin): 577.0 kJ/mol
Lowest unoccupied orbital energy: 0.077 eV
SMILES: N[C@H](CO)CCCO.O.O.O.O.O.O.O.O



Record 3
A 10-piece molecular cluster, C5H29NO11 overall, computed with ωB97M-V with the def2-TZVPD basis set.

Geometry as XYZ:
```
46
Properties=species:S:1:pos:R:3:forces:R:3
C 1.0495 -1.3973 -2.5619 2.00 -1.47 1.52
C 1.3400 0.0277 -2.0310 0.73 -0.37 1.19
C 2.2751 0.8233 -2.9217 0.30 0.54 -1.86
C 0.1281 0.8550 -1.6079 -1.94 -0.79 -1.35
N -0.7783 1.1060 -2.7981 0.75 -0.58 1.16
C -0.7319 0.1027 -0.5483 0.63 0.65 0.06
O -0.7345 0.5004 0.5991 -0.16 -0.24 0.01
O -1.4310 -0.9529 -0.9659 0.40 0.10 0.14
H 0.0888 -1.5974 -2.9313 -1.45 0.20 -0.68
H 1.7838 -1.7677 -3.3178 -0.41 0.65 0.50
H 1.1578 -2.1457 -1.6928 -0.17 1.09 -1.19
H 1.8812 -0.1241 -1.0677 -0.12 0.13 -0.55
H 1.9719 0.8420 -4.0134 -0.20 0.15 1.15
H 2.4858 1.8723 -2.6206 -0.41 -0.66 0.07
H 3.2409 0.3359 -3.0170 0.20 -0.21 0.40
H 0.4891 1.7848 -1.1694 -0.16 -0.15 0.22
H -0.3248 0.6545 -3.5821 -0.32 0.42 -0.32
H -0.9455 2.0868 -2.9621 0.22 0.02 -0.18
H -1.7786 -1.4986 -0.2129 0.24 0.36 -0.10
O -0.7213 3.9418 0.3928 0.44 -0.17 -0.90
H 0.1294 3.9660 0.8415 0.17 -0.01 0.57
H -0.3938 3.6928 -0.4915 -0.58 0.19 0.37
O 3.6178 -1.6735 2.1224 -0.38 -0.20 0.29
H 3.1283 -1.0147 1.6275 0.11 0.22 -0.40
H 2.8872 -2.0250 2.6758 0.59 0.18 -0.22
O -1.7918 -2.4221 1.9910 -1.55 -0.48 0.43
H -1.8200 -1.4875 2.2612 -0.07 -0.55 0.33
H -2.7211 -2.7512 2.1990 1.91 0.55 -0.62
O 1.1651 0.7442 2.8636 -0.12 -0.23 0.28
H 1.8982 0.2515 3.2388 0.40 0.05 0.14
H 0.3826 0.2944 3.2210 -0.12 0.68 -0.26
O 1.9038 2.6614 1.0574 -0.08 -0.63 -0.05
H 2.8239 2.4394 1.2413 0.01 0.30 -0.07
H 1.4367 1.8908 1.4504 0.02 0.54 -0.07
O 1.3606 -1.8832 3.5793 -0.07 -0.40 0.43
H 0.6216 -1.3353 3.2953 -0.23 -0.73 -0.16
H 1.0321 -2.7853 3.6823 -0.25 0.23 -0.03
O -4.1253 0.8781 -1.7853 1.27 -0.41 -0.41
H -3.5883 0.4805 -2.5144 -0.62 0.46 0.76
H -3.4178 1.2201 -1.2057 -0.55 -0.08 -0.28
O -3.3962 -2.7374 -0.1577 -0.60 0.99 0.38
H -3.7414 -1.8139 -0.2163 0.18 -1.16 -0.40
H -3.0883 -3.0071 -1.0219 -0.17 0.14 -0.43
O -1.5778 -0.0344 3.0862 0.43 0.13 0.07
H -1.7549 0.6110 3.7732 -0.20 0.26 -0.18
H -1.4167 0.3912 2.2158 -0.07 0.30 0.26
```
Positions in Å, forces in eV/Å.

## Properties
Charge: 0
Relative energy (zero: lowest compared OMol25 entry of this formula, charge and spin): 259.4 kJ/mol
Lowest unoccupied orbital energy: 0.165 eV
SMILES: CC(C)[C@@H](N)C(=O)O.O.O.O.O.O.O.O.O.O



Record 4
A single C5H2ClN3S3 molecule, computed with ωB97M-V with the def2-TZVPD basis set.

Geometry as XYZ:
```
14
Properties=species:S:1:pos:R:3:forces:R:3
Cl 3.4457 -0.9833 -1.6787 -0.66 0.39 0.09
C 2.2782 0.2605 -2.0199 -0.09 -0.11 1.66
N 2.5041 1.0858 -2.9168 -0.34 0.90 -1.98
S 1.2808 2.1499 -3.3240 0.23 0.23 0.79
S 0.0524 1.8879 -1.5916 1.19 -0.73 -0.60
C 1.0567 0.4450 -1.1436 -0.33 1.58 -2.42
N 0.7495 -0.4217 -0.3452 -1.16 -2.85 3.98
C -0.3136 -0.4836 0.5733 2.35 -1.33 2.23
N -1.4446 0.0455 0.5618 -2.01 1.05 -0.09
C -2.2395 -0.2356 1.6589 -1.49 -0.23 1.52
C -1.7738 -1.0516 2.6593 3.03 1.26 -3.52
S -0.0647 -1.4075 2.2746 -1.12 0.51 -1.97
H -3.2557 0.2046 1.8390 1.08 -0.34 -1.05
H -2.2755 -1.4961 3.4529 -0.68 -0.31 1.36
```
Positions in Å, forces in eV/Å.

## Properties
Charge: 0
Relative energy (zero: lowest compared OMol25 entry of this formula, charge and spin): 87.7 kJ/mol
Lowest unoccupied orbital energy: -0.768 eV
SMILES: Clc1nss/c1=N\c1nccs1



Record 5
C5H2INOS2 as an isolated structure, computed with ωB97M-V with the def2-TZVPD basis set.

Geometry as XYZ:
```
12
Properties=species:S:1:pos:R:3:forces:R:3
C 1.7530 -1.0428 -0.1693 -0.72 -0.41 0.12
C 0.6168 -0.2700 -0.0768 0.60 -0.39 -0.11
C -0.5978 -0.9730 -0.0150 -2.62 2.81 1.28
C -1.7586 0.5864 0.4998 1.57 -3.68 -0.89
C -0.8180 1.6003 0.1589 0.38 0.24 0.13
N 0.4874 1.0831 -0.0087 0.33 0.14 -0.21
O -1.0070 2.8021 0.1771 -0.07 0.15 -0.15
S 1.5342 -2.7422 -0.1184 -0.36 0.26 0.03
S -0.5457 -2.6316 0.0589 0.65 0.71 -0.21
I -3.6936 0.5584 -0.1915 0.10 0.06 0.01
H 2.7648 -0.6923 -0.2361 0.28 0.13 -0.03
H 1.2646 1.7215 -0.0789 -0.15 -0.01 0.03
```
Positions in Å, forces in eV/Å.

## Properties
Charge: 0
Lowest unoccupied orbital energy (alpha / beta): -1.484 / -1.484 eV



Record 6
An isolated ion of composition C5H2N and charge +1, computed with ωB97M-V with the def2-TZVPD basis set.

Geometry as XYZ:
```
8
Properties=species:S:1:pos:R:3:forces:R:3
C -3.0781 -0.8391 0.1037 -1.56 -1.43 0.16
C -2.2700 0.0218 -0.0315 5.16 3.29 0.31
C 2.2747 -1.0663 0.0090 -0.56 1.66 0.24
C 1.3945 -0.2251 0.2031 -2.25 0.32 -0.37
C -0.7177 1.0259 0.0365 -9.39 0.70 -1.76
N 0.2852 0.4544 0.1663 6.69 -3.27 0.78
H 3.2583 -1.3812 -0.1975 0.64 -0.81 -0.02
H -1.1470 2.0096 -0.2897 1.28 -0.46 0.66
```
Positions in Å, forces in eV/Å.

## Properties
Charge: +1
Relative energy (zero: lowest compared OMol25 entry of this formula, charge and spin): 477.3 kJ/mol
Lowest unoccupied orbital energy (alpha / beta): -7.129 / -8.940 eV



Record 7
A single C5H2O molecule, computed with ωB97M-V with the def2-TZVPD basis set.

Geometry as XYZ:
```
8
Properties=species:S:1:pos:R:3:forces:R:3
O 2.2637 0.1911 0.4440 -0.47 -0.42 0.14
C 1.2018 -0.3174 0.2131 0.54 0.12 -0.05
C -1.7600 0.4807 -2.2637 -0.07 -0.01 0.81
C -1.6120 0.4081 -0.9874 0.04 -0.09 -0.21
C -0.9877 0.2105 0.1334 0.04 0.02 -0.19
C -0.0561 -0.0379 1.0118 -0.31 0.15 -0.17
H 1.0066 -0.9870 -0.6464 0.30 0.11 0.01
H -0.0562 0.0518 2.0952 -0.07 0.12 -0.34
```
Positions in Å, forces in eV/Å.

## Properties
Charge: 0
Relative energy (zero: lowest compared OMol25 entry of this formula, charge and spin): 212.6 kJ/mol
Lowest unoccupied orbital energy: -2.043 eV



Record 8
A single C5H2O molecule, computed with ωB97M-V with the def2-TZVPD basis set.

Geometry as XYZ:
```
8
Properties=species:S:1:pos:R:3:forces:R:3
O -1.0108 -1.3810 1.7098 0.16 0.39 -0.22
C -0.7182 -0.4574 0.9908 -0.13 -0.22 0.21
C 0.5897 -0.3558 0.2987 0.05 0.15 -0.16
C 0.7048 0.5375 -0.6635 0.02 -0.20 0.38
C -0.2743 0.8293 -2.0906 0.35 0.28 -0.02
C 0.7381 1.4967 -1.5851 -0.38 -0.30 -0.10
H -1.4163 0.3793 0.7902 0.05 -0.15 0.02
H 1.3871 -1.0486 0.5497 -0.12 0.05 -0.11
```
Positions in Å, forces in eV/Å.

## Properties
Charge: 0
Relative energy (zero: lowest compared OMol25 entry of this formula, charge and spin): 247.6 kJ/mol
Lowest unoccupied orbital energy: -1.510 eV
SMILES: O=CC=C1C#C1



| no. | F_max (eV/A) |
| --- | --- |
| 1 | 2.51 |
| 2 | 4.91 |
| 3 | 2.91 |
| 4 | 5.03 |
| 5 | 4.10 |
| 6 | 9.58 |
| 7 | 0.81 |
| 8 | 0.49 |